[1]
Entry from the Open Molecules 2025 dataset: an isolated ion of composition C5H11BrNS and charge +1 (ωB97M-V/def2-TZVPD).

Computed properties:
net charge: +1
E_LUMO: -4.160 eV
relative energy (zero: lowest compared OMol25 entry of this formula, charge and spin): 0.912 eV
E_HOMO: -12.924 eV
gap between HOMO and LUMO: 8.76 eV

Structure (XYZ):
```
19
Properties=species:S:1:pos:R:3:forces:R:3:nbo_charge:R:1
Br -3.1946 0.7665 -0.1096 1.283 -0.657 -0.437 0.101
S -1.6025 -2.0880 -0.4922 0.316 1.358 0.463 0.247
N -0.5348 0.0825 1.7315 4.252 -2.996 3.612 -0.728
C -1.6306 -0.2336 -0.7632 1.445 -0.970 1.377 -0.438
C 0.0930 -0.2542 0.4564 -2.973 1.403 -2.508 0.255
C 1.0645 1.2079 -1.2851 -0.310 2.093 -1.542 -0.605
C 0.0901 -1.6862 0.0627 -0.211 -1.966 1.413 -0.597
C 1.2618 0.6144 0.0885 0.442 0.193 0.062 -0.505
H -0.0390 1.5317 -1.4443 2.088 -0.306 0.212 0.221
H 1.5709 1.4973 0.7565 -0.786 -1.724 -0.310 0.244
H -1.4391 -0.1599 -1.8375 -0.098 1.021 0.408 0.224
H -1.3841 0.4397 1.5153 -4.302 1.421 -0.434 0.441
H 0.8574 -1.8245 -0.6603 0.380 -0.184 -0.979 0.249
H 1.3766 0.5500 -2.1193 -0.406 0.144 0.505 0.231
H -0.6242 -0.8649 2.3338 -0.047 2.884 -1.264 0.468
H 2.0650 -0.1242 -0.0075 0.512 0.506 0.430 0.250
H 1.7535 2.1173 -1.3602 -1.111 -1.117 -0.123 0.244
H -0.0044 0.8485 2.2694 -0.752 -1.608 -0.804 0.460
H 0.3205 -2.4202 0.8652 0.276 0.508 -0.080 0.237
```
Positions in Å, forces in eV/Å.



[2]
Entry from the Open Molecules 2025 dataset: a 2-piece molecular cluster, C5H11NO3 overall (ωB97M-V/def2-TZVPD).

Computed properties:
net charge: 0
SMILES: C=CC[C@@H](N)C(=O)O.O
E_LUMO: 0.402 eV
relative energy (zero: lowest compared OMol25 entry of this formula, charge and spin): 1.907 eV
E_HOMO: -9.307 eV
gap between HOMO and LUMO: 9.71 eV

Structure (XYZ):
```
20
Properties=species:S:1:pos:R:3:forces:R:3:nbo_charge:R:1
O -0.1866 -0.6783 -3.2374 0.115 0.122 -0.532 -0.559
O 1.3432 0.6717 -2.1940 -0.304 0.119 0.143 -0.734
O 2.5830 0.3639 2.1068 0.403 0.134 -0.269 -0.938
N -0.5572 1.7714 -0.8452 0.040 1.280 1.005 -0.837
C -1.5991 -0.6933 2.0962 -0.522 -1.104 1.938 -0.396
C -1.3257 -1.1232 0.8808 0.025 0.613 -1.164 -0.179
C -0.2578 -0.6672 -0.0453 2.516 0.923 0.816 -0.460
C -0.6793 0.3569 -1.1125 -1.401 0.508 -0.252 -0.143
C 0.1031 0.0902 -2.3758 1.098 -0.719 0.982 0.812
H -1.7587 0.1760 -1.2549 0.420 0.070 -0.595 0.214
H 0.5348 -0.1314 0.5286 -0.265 -0.489 -0.301 0.215
H -2.3201 -1.1819 2.7897 -0.071 0.277 -1.209 0.203
H 0.2326 -1.5360 -0.5421 -0.459 0.387 0.374 0.221
H 3.3453 0.3109 1.5059 -0.432 -0.034 0.318 0.471
H -1.9308 -1.7745 0.2861 -0.973 -0.836 0.610 0.197
H 0.3672 2.1425 -0.6320 0.118 -0.769 -0.431 0.375
H -1.0322 -0.0208 2.7225 0.669 0.428 -0.645 0.199
H 2.0953 0.2821 -2.6554 -0.542 -0.252 -0.594 0.502
H -1.1004 2.1289 -0.0655 -0.470 -0.549 -0.171 0.366
H 2.1434 -0.4878 2.0436 0.034 -0.108 -0.021 0.470
```
Positions in Å, forces in eV/Å.



[3]
Entry from the Open Molecules 2025 dataset: C11H14BEuF3N6 as an isolated structure (ωB97M-V/def2-TZVPD).

Computed properties:
net charge: +2
E_LUMO (spin up / spin down): -8.284 / -11.550 eV
2S+1: 8
E_HOMO (spin up / spin down): -15.713 / -15.672 eV
gap between HOMO and LUMO (spin up / spin down): 7.43 / 4.12 eV

Structure (XYZ):
```
36
Properties=species:S:1:pos:R:3:forces:R:3:mulliken_charge:R:1
Eu 0.0613 0.0349 1.7049 0.933 2.749 -0.950 1.176
F -2.4960 1.9601 2.0499 0.603 -0.425 -0.228 -0.211
F -1.4996 1.4981 3.9003 -0.229 -1.579 -0.984 -0.261
F -2.8734 -0.0294 2.7477 1.437 0.392 0.729 -0.239
N 0.3280 1.8345 -0.8759 0.301 -0.988 2.317 -0.167
N -0.8023 -0.4160 -1.6839 -0.978 -0.016 -2.176 0.214
N 0.2426 1.8557 0.5309 0.165 -1.902 -2.272 0.015
N -1.3927 -0.9102 -0.5283 -3.027 -1.650 -0.283 -0.125
N 1.7981 -0.8458 0.2631 0.028 -0.218 -0.747 -0.190
N 1.6912 -0.5381 -1.0984 -0.455 0.492 1.419 0.036
C 0.0312 3.9409 -0.1059 -0.076 -0.336 -0.282 -1.125
C -2.5383 -1.5298 -0.9440 1.914 0.952 2.247 -0.220
C 2.7169 -1.1163 -1.7582 0.107 -0.041 0.531 -0.035
C 0.0165 3.0424 1.0105 0.135 2.233 -1.840 0.118
C 0.2353 3.1113 -1.2682 -0.094 0.901 0.121 -0.014
C -1.8363 0.9194 2.6476 -3.349 2.070 0.864 0.281
C 0.0640 -2.0602 2.6454 -1.110 -2.932 -0.525 -0.978
C 2.8867 -1.6301 0.4207 -0.362 0.541 -1.281 -0.121
C -2.6774 -1.4100 -2.3426 -0.732 -0.501 -0.273 -0.796
C 3.5077 -1.8182 -0.8323 -0.526 0.225 -0.032 -1.008
C -1.5436 -0.7148 -2.7639 2.889 1.674 1.026 0.158
B 0.5363 0.4103 -1.6354 1.445 1.263 -0.901 -0.031
H -0.1506 3.1619 2.0983 0.179 0.359 -0.918 0.481
H -3.2493 -2.0267 -0.2832 0.448 0.282 0.057 0.501
H -0.7704 -2.2520 3.3053 0.247 -1.473 0.622 0.449
H 0.6421 -1.3502 3.1872 0.456 0.771 0.476 0.307
H -1.2179 -0.3931 -3.7437 -0.126 -0.076 0.017 0.469
H -3.4746 -1.7543 -2.9804 -0.143 -0.110 0.078 0.440
H -0.5074 -1.9268 1.6797 0.613 -0.314 0.854 0.326
H -0.1071 5.0329 -0.0273 0.159 -0.902 -0.408 0.384
H 3.1637 -2.0049 1.4095 -0.010 0.162 -0.487 0.475
H 2.7994 -0.9571 -2.8369 0.166 -0.219 0.531 0.455
H 0.8374 -2.7196 2.2933 -0.247 -1.633 0.794 0.429
H 0.8174 0.7218 -2.7797 -0.280 -0.342 0.453 -0.053
H 4.4028 -2.3919 -1.0326 -0.170 0.143 -0.026 0.416
H 0.3583 3.2712 -2.3735 -0.311 0.446 1.475 0.445
```
Positions in Å, forces in eV/Å.



[4]
Entry from the Open Molecules 2025 dataset: C4H6O2 as an isolated structure (ωB97M-V/def2-TZVPD).

Computed properties:
net charge: 0
E_LUMO: 1.065 eV
relative energy (zero: lowest compared OMol25 entry of this formula, charge and spin): 5.333 eV
E_HOMO: -7.856 eV
gap between HOMO and LUMO: 8.92 eV

Structure (XYZ):
```
12
Properties=species:S:1:pos:R:3:forces:R:3:nbo_charge:R:1
O 1.4288 -1.1140 0.7093 0.808 -0.604 0.329 -0.580
O -0.8922 1.1118 0.4495 0.513 0.338 0.374 -0.506
C -0.3808 -0.3851 -0.8673 -1.083 1.646 -2.003 -0.466
C 0.2281 0.8451 -0.3376 3.525 -0.587 3.257 0.143
C -1.3388 -0.2786 0.3215 -0.141 0.025 -0.395 -0.063
C 1.7672 0.0400 0.7640 -1.749 -0.582 -0.073 0.263
H 0.7838 1.6042 -0.8531 -0.536 0.571 -0.362 0.203
H -1.0994 -0.8456 1.2338 0.176 0.141 -0.486 0.202
H 2.6770 0.1848 1.4756 -0.932 0.908 -0.978 0.128
H 0.0068 -1.2532 -1.4050 0.178 0.443 0.546 0.254
H -2.4067 -0.3631 0.0990 0.133 0.205 0.115 0.185
H -0.7739 0.4537 -1.5898 -0.891 -2.501 -0.324 0.236
```
Positions in Å, forces in eV/Å.



[5]
Entry from the Open Molecules 2025 dataset: one molecule with the formula C5H8O2 (ωB97M-V/def2-TZVPD).

Computed properties:
net charge: 0
SMILES: O[C@H]1C[C@@]2(O)C[C@@H]12
E_LUMO: 0.814 eV
relative energy (zero: lowest compared OMol25 entry of this formula, charge and spin): 3.335 eV
E_HOMO: -9.524 eV
gap between HOMO and LUMO: 10.34 eV

Structure (XYZ):
```
15
Properties=species:S:1:pos:R:3:forces:R:3:nbo_charge:R:1
O -0.2206 -1.4277 -1.7508 -1.279 -0.725 0.705 -0.750
O 0.6677 1.1268 1.9587 0.352 -0.068 -0.246 -0.685
C -0.7464 1.1610 -0.1235 -0.107 0.139 -0.190 -0.446
C 0.3306 0.5937 0.7223 -0.098 -0.193 -0.477 0.251
C -0.0829 -1.2831 -0.2769 -0.518 -0.297 -0.962 0.094
C 1.1606 -0.4146 -0.1379 0.000 -0.060 -0.719 -0.494
C -0.9117 -0.2312 0.4699 -0.173 -0.251 -0.067 -0.274
H -1.3848 1.9046 0.3466 0.107 -0.142 -0.027 0.232
H 2.0856 -0.7868 0.3243 -0.410 -0.040 -0.334 0.227
H -1.7486 -0.4315 1.1338 0.192 0.012 -0.129 0.231
H -0.5731 1.3114 -1.1870 -0.056 -0.008 0.085 0.202
H -0.1103 -2.2989 0.1183 -0.009 0.223 0.099 0.203
H 1.1028 -0.3559 -1.2954 2.111 1.738 1.830 0.263
H 1.2443 1.8911 1.8236 -0.126 -0.121 -0.009 0.475
H -0.8134 -0.7589 -2.1260 0.014 -0.206 0.440 0.472
```
Positions in Å, forces in eV/Å.



[6]
Entry from the Open Molecules 2025 dataset: a 2-piece molecular cluster, C4H6N2 overall (ωB97M-V/def2-TZVPD).

Computed properties:
net charge: 0
E_LUMO: 0.759 eV
relative energy (zero: lowest compared OMol25 entry of this formula, charge and spin): 7.756 eV
E_HOMO: -8.746 eV
gap between HOMO and LUMO: 9.50 eV

Structure (XYZ):
```
12
Properties=species:S:1:pos:R:3:forces:R:3:nbo_charge:R:1
N 1.0025 0.0537 1.3021 0.315 0.195 -0.276 -0.588
N -1.2072 -1.3210 -0.0808 0.228 -0.083 -0.425 -0.588
C -0.0852 0.7791 0.7552 -0.302 0.129 0.032 -0.196
C -0.5494 -1.0475 -1.1604 -0.344 -0.202 0.569 0.171
C -1.0252 0.0852 -0.1851 -0.004 0.290 0.031 -0.190
C 1.4531 0.9202 0.4586 -0.139 -0.370 0.433 0.190
H -1.5847 -2.0850 0.4640 -0.007 0.066 -0.099 0.412
H -1.8948 0.6749 -0.4750 0.150 -0.091 0.008 0.194
H -0.5341 1.5448 1.3864 0.028 -0.102 -0.040 0.187
H 1.4346 0.4008 -2.5250 0.055 0.032 0.004 -0.007
H 1.2748 -0.6981 1.9222 0.007 0.134 -0.083 0.415
H 1.7639 0.7413 -1.9498 0.014 0.002 -0.153 -0.001
```
Positions in Å, forces in eV/Å.



[7]
Entry from the Open Molecules 2025 dataset: one molecule with the formula C7H8N2O2 (ωB97M-V/def2-TZVPD).

Computed properties:
net charge: 0
SMILES: C[C@]12N=CC=C[C@H]1OC(=O)N2
E_LUMO: -0.444 eV
relative energy (zero: lowest compared OMol25 entry of this formula, charge and spin): 2.288 eV
E_HOMO: -9.162 eV
gap between HOMO and LUMO: 8.72 eV

Structure (XYZ):
```
19
Properties=species:S:1:pos:R:3:forces:R:3:nbo_charge:R:1
O -3.2585 0.0955 -0.8687 1.033 0.287 1.212 -0.594
O -1.6232 0.8920 0.5509 -0.106 -0.848 0.166 -0.512
N 0.4087 -0.3708 -1.3351 1.146 0.780 -2.284 -0.435
N -1.4858 -1.2030 -0.3061 1.887 -0.703 1.085 -0.651
C 0.9232 -1.7365 0.6231 -2.508 3.069 0.837 -0.602
C 1.0494 1.8323 -0.4693 -1.677 -1.665 1.028 -0.258
C 0.8267 0.8270 -1.5017 -0.500 -0.561 0.149 0.117
C 0.6491 1.5568 0.7853 1.151 0.409 -0.612 -0.148
C -0.0884 -0.8728 -0.1460 0.569 2.767 4.377 0.302
C -0.3029 0.4484 1.0418 -0.873 -1.522 -2.786 0.010
C -2.2235 -0.0690 -0.2540 -1.510 1.180 -0.631 0.890
H 1.4683 2.7311 -0.8040 1.152 1.051 0.054 0.222
H 0.4285 -1.9071 1.5670 0.260 -0.102 0.555 0.215
H 1.8060 -1.1329 0.7294 0.504 -0.006 0.130 0.221
H 1.1373 2.1021 1.5829 -0.675 0.293 0.351 0.214
H 1.1832 1.1534 -2.4675 -0.064 -0.460 -0.534 0.184
H -1.6818 -1.8489 -1.0427 -0.385 -0.044 -0.468 0.414
H 1.0742 -2.6272 0.2185 1.110 -3.865 -2.077 0.211
H -0.2905 0.1294 2.0962 -0.514 -0.060 -0.553 0.200
```
Positions in Å, forces in eV/Å.



[8]
Entry from the Open Molecules 2025 dataset: C38H36HfN8S as an isolated structure (ωB97M-V/def2-TZVPD).

Computed properties:
net charge: +2
E_LUMO: -6.618 eV
relative energy (zero: lowest compared OMol25 entry of this formula, charge and spin): 0.868 eV
E_HOMO: -13.403 eV
gap between HOMO and LUMO: 6.78 eV

Structure (XYZ):
```
84
Properties=species:S:1:pos:R:3:forces:R:3:mulliken_charge:R:1
Hf 0.1425 0.0391 -0.0664 -1.409 0.371 0.253 -1.106
S -1.2606 1.5259 -1.9359 -0.479 -0.712 -0.159 -0.275
N -0.9377 -1.5500 1.4435 0.454 -0.258 -0.427 -0.401
N -0.5746 3.9484 -2.9215 0.025 0.053 -0.079 -0.019
N -2.5270 3.2094 -3.5791 0.058 -0.057 0.264 0.008
N 1.7055 -0.0752 1.3471 0.335 0.016 0.111 1.686
N 2.6727 4.4543 9.0557 -0.016 -0.042 -0.062 -0.444
N -0.7196 -1.3102 -1.4849 0.326 -0.320 -0.157 1.181
N -0.8107 1.3221 1.3592 -0.062 0.394 0.316 1.350
N 1.6685 0.0662 -1.6133 0.395 -0.067 -0.455 0.591
C 1.6274 4.1967 -0.3878 -0.063 -0.024 0.169 -0.793
C 3.0171 4.6088 -2.3049 -0.009 0.012 0.024 -0.686
C 2.6333 2.3429 -1.5707 -0.025 -0.153 -0.048 1.006
C -1.7693 -2.1170 -1.7449 -0.191 -0.088 -0.154 -0.691
C -2.3450 4.4432 -4.3481 0.039 0.051 -0.137 -0.644
C 2.5187 2.8696 4.5154 -0.108 -0.003 -0.156 -0.448
C 0.4832 2.0520 5.5062 0.022 -0.147 -0.115 -0.319
C 0.5992 -4.4335 3.2697 0.002 0.008 -0.024 -0.710
C -2.0178 1.9074 1.1951 -0.073 0.090 0.156 -0.374
C 1.2736 -0.6109 -2.6660 0.126 -0.080 0.100 -0.275
C 3.2118 3.2418 -2.4578 0.026 -0.054 0.020 -0.930
C -1.4598 2.9588 -2.8237 0.306 0.454 0.143 0.599
C 1.3921 -4.4609 1.0055 0.005 0.005 0.016 -0.927
C 0.6471 -3.3237 0.7280 -0.136 0.092 -0.025 0.061
C 0.9613 1.5149 3.1113 -0.095 -0.092 -0.242 1.835
C 1.8622 0.5759 2.5785 0.083 -0.002 0.265 -0.501
C -0.5255 -2.1518 -3.5983 0.208 0.249 0.049 -0.820
C -0.1504 -3.2995 2.9945 0.013 0.156 0.082 -0.709
C 2.3846 3.9583 8.0607 0.062 0.146 0.240 -0.218
C 2.2303 5.0891 -1.2667 0.000 0.052 -0.047 -0.705
C 2.8664 3.4644 5.7130 0.005 0.037 0.077 -0.875
C -1.1594 2.8633 3.0066 0.034 -0.070 -0.052 -0.503
C -2.2677 2.8592 2.1800 -0.030 -0.044 -0.044 -1.487
C 1.3658 -5.0190 2.2736 0.047 -0.053 0.008 -0.560
C 1.8319 2.8343 -0.5453 0.188 0.051 -0.141 -1.090
C 0.0690 -1.3262 -2.6408 -0.115 -0.362 -0.223 0.112
C 3.6413 -0.7867 2.2889 0.002 -0.087 -0.071 -1.788
C 2.0236 3.3476 6.8169 -0.079 -0.128 -0.261 0.505
C -1.0860 5.0609 -3.7209 0.045 0.070 -0.001 -0.710
C -0.2595 1.8862 2.5228 0.086 0.165 0.182 -0.773
C -3.6513 2.3221 -3.7912 -0.032 -0.098 -0.046 -0.895
C 2.9035 0.8551 -1.6896 -0.039 0.228 0.041 -1.526
C 3.0573 0.1120 3.1676 -0.164 0.088 -0.063 -0.504
C 1.3241 2.1546 4.3953 0.108 0.145 0.257 0.320
C 2.7844 -0.8786 1.2009 0.175 -0.066 0.114 -0.526
C -0.1272 -2.7434 1.7250 0.029 -0.230 -0.011 0.513
C 0.8277 2.6399 6.7083 0.041 0.058 0.050 -0.942
C -1.6936 -2.6480 -3.0273 -0.128 -0.059 0.159 -1.048
H 3.1586 2.9941 3.6515 0.042 -0.051 0.004 0.566
H 4.5728 -1.3133 2.4138 -0.041 -0.041 0.015 0.549
H -2.6639 1.6281 0.3783 0.026 0.046 -0.032 0.650
H -3.2179 5.0865 -4.2545 -0.021 -0.030 0.014 0.394
H -1.3203 5.9178 -3.0877 -0.011 -0.039 0.030 0.350
H -1.8250 -1.8595 1.0504 -0.043 0.016 -0.051 0.311
H 0.6468 -2.9241 -0.2788 -0.015 -0.010 -0.040 0.401
H -2.4011 -3.3252 -3.4760 -0.013 0.027 0.009 0.519
H 0.2497 4.0086 -2.3450 -0.001 -0.074 0.053 0.090
H -1.0012 3.5037 3.8577 0.044 -0.041 0.047 0.713
H 3.8403 2.8755 -3.2607 -0.012 0.002 -0.007 0.440
H 1.9854 -4.9165 0.2235 -0.019 0.004 0.000 0.454
H 2.0924 6.1548 -1.1364 0.004 -0.017 0.004 0.457
H 1.0183 4.5628 0.4303 -0.004 -0.013 -0.023 0.495
H -0.3551 5.3716 -4.4640 -0.031 -0.011 -0.025 0.365
H -0.1454 -2.3494 -4.5886 0.019 -0.025 0.023 0.576
H -0.7524 -2.8495 3.7768 -0.020 -0.009 -0.013 0.437
H 1.9359 -5.9142 2.4817 0.006 0.017 0.017 0.433
H -4.5627 2.9098 -3.8827 0.023 0.032 0.003 0.329
H -2.5589 -2.2813 -1.0253 0.033 0.019 0.022 0.480
H -3.5208 1.7209 -4.6935 0.022 0.063 -0.023 0.322
H -2.2024 4.2060 -5.4045 -0.016 -0.031 0.008 0.331
H 3.5564 0.5538 -0.8673 0.025 -0.034 -0.034 0.265
H 3.4958 5.2980 -2.9879 -0.019 0.003 -0.003 0.454
H 3.7874 4.0245 5.7980 -0.010 0.005 0.003 0.484
H 3.4353 0.3945 4.1354 -0.018 0.060 0.017 0.753
H -1.1786 -1.1377 2.3403 0.044 0.269 -0.053 0.273
H 1.8800 -0.6392 -3.5691 0.031 0.067 0.013 0.542
H 3.4270 0.6472 -2.6236 -0.017 -0.046 -0.009 0.660
H 0.5733 -4.8650 4.2609 -0.006 0.007 0.004 0.429
H -3.7385 1.6529 -2.9407 -0.042 0.003 0.003 0.319
H 1.4078 2.1536 0.1891 0.053 0.140 0.156 1.405
H -0.4284 1.4727 5.4391 -0.039 0.043 -0.019 0.544
H 2.9001 -1.4987 0.3241 0.006 0.000 -0.021 0.647
H -3.1528 3.4677 2.2630 0.006 -0.010 0.007 0.531
H 0.1730 2.5588 7.5650 0.023 -0.038 0.010 0.486
```
Positions in Å, forces in eV/Å.



Number 1: DFT total energy -87721.2878 eV. Number 2: DFT total energy -12994.9451 eV. Number 3: DFT total energy -48712.2887 eV. Number 4: DFT total energy -8335.1277 eV. Number 5: DFT total energy -9406.4969 eV. Number 6: DFT total energy -7217.8353 eV. Number 7: DFT total energy -14462.1709 eV. Number 8: DFT total energy -64043.5425 eV.